1.
C3H9NO3 | wB97M-V/def2-TZVPD

## Properties
- energy (Ha) = -400.1369
- highest occupied orbital energy (hartree) = -0.3472
- energy above the lowest of the compared OMol25 structures with the same formula, charge and spin (kcal/mol) = 53.05
- SMILES = O=CNCCO.O
- molecular weight (g/mol) = 107.11
- strongest force on any atom (eV/A) = 5.66

XYZ file:
```
16
Properties=species:S:1:pos:R:3:lowdin_charge:R:1
O 1.865 1.336 -0.777 -0.01
C 1.102 0.802 0.044 -0.27
N 0.571 -0.452 -0.334 -0.02
C -0.121 -1.220 0.667 -0.20
C -1.307 -0.428 1.311 -0.20
O -1.027 -0.635 2.729 -0.10
H 0.700 1.153 0.959 0.11
H 0.295 -0.543 -1.325 0.14
H 0.656 -1.436 1.501 0.14
H -0.456 -2.236 0.273 0.14
H -2.220 -0.972 1.125 0.10
H -1.327 0.657 1.038 0.12
H -1.783 -0.510 3.273 0.06
O 0.672 1.534 -3.265 -0.16
H 0.757 1.205 -4.247 0.08
H 1.624 1.746 -2.972 0.05
```

---

2.
C3H9NO3 | wB97M-V/def2-TZVPD

## Properties
- energy (Ha) = -399.9649
- highest occupied orbital energy (hartree) = -0.2933
- energy above the lowest of the compared OMol25 structures with the same formula, charge and spin (kcal/mol) = 160.98
- molecular weight (g/mol) = 107.11
- strongest force on any atom (eV/A) = 0.59

XYZ file:
```
16
Properties=species:S:1:pos:R:3:lowdin_charge:R:1
C -0.152 -0.906 0.451 -0.19
C -0.195 0.494 0.579 -0.03
C 2.337 0.385 -0.519 -0.20
N -2.344 0.265 -1.024 -0.06
O -2.051 0.026 0.346 -0.30
O 1.645 0.060 0.659 -0.26
O -0.213 -1.765 1.438 0.14
H -0.216 -1.310 2.292 0.15
H -0.107 -1.364 -0.525 0.16
H -2.902 1.118 -1.053 0.07
H -2.959 -0.492 -1.317 0.07
H -0.283 0.960 1.547 0.13
H -0.175 1.104 -0.310 0.11
H 3.204 -0.275 -0.642 0.08
H 2.697 1.423 -0.498 0.08
H 1.714 0.276 -1.424 0.07
```

---

3.
C3H9NO3 | wB97M-V/def2-TZVPD

## Properties
- total charge = +1
- energy (Ha) = -399.7521
- spin multiplicity = 2
- highest occupied orbital energy (spin up / spin down) (hartree) = -0.5245 / -0.5245
- ⟨S²⟩ = 0.7698
- energy above the lowest of the compared OMol25 structures with the same formula, charge and spin (kcal/mol) = 69.06
- molecular weight (g/mol) = 107.11
- strongest force on any atom (eV/A) = 5.68

XYZ file:
```
16
Properties=species:S:1:pos:R:3:lowdin_charge:R:1
C 1.571 -1.300 1.579 -0.20
N 1.306 -0.122 0.837 0.20
C 0.074 0.750 0.892 -0.13
C -0.075 1.871 -0.127 -0.18
O -1.332 2.613 0.280 -0.08
O 2.323 -1.244 2.547 0.19
H 1.329 -2.292 1.174 0.17
H 2.313 0.524 0.924 0.29
H 0.112 1.210 1.847 0.15
H -0.787 0.062 0.796 0.15
H -0.314 1.519 -1.204 0.15
H 0.930 2.561 -0.012 0.18
H -2.051 2.293 -0.317 0.11
H -2.539 -2.972 -3.309 0.03
H -1.119 -3.023 -2.704 0.04
O -1.742 -2.450 -3.204 -0.08
```

---

4.
C3H9NO3PS | wB97M-V/def2-TZVPD

## Properties
- total charge = -1
- energy (Ha) = -1139.7739
- highest occupied orbital energy (hartree) = -0.1591
- energy above the lowest of the compared OMol25 structures with the same formula, charge and spin (kcal/mol) = 68.46
- molecular weight (g/mol) = 170.15
- strongest force on any atom (eV/A) = 4.67

XYZ file:
```
18
Properties=species:S:1:pos:R:3:lowdin_charge:R:1
C -1.306 1.130 -1.353 -0.14
C -0.575 1.158 0.002 -0.33
C -0.169 -0.260 0.296 -0.66
N 0.697 0.267 2.227 -0.06
O 0.871 -1.238 -1.982 -0.34
O 1.126 -2.654 0.109 -0.38
O 2.521 -0.531 -0.184 -0.22
P 1.121 -1.295 -0.535 0.15
S -1.477 -1.334 0.661 0.79
H -2.204 0.557 -1.202 0.04
H -1.792 2.057 -1.468 0.05
H -0.682 0.729 -2.049 0.03
H -1.448 1.594 0.643 0.13
H 0.126 1.977 -0.010 0.09
H 1.363 -0.453 2.383 -0.08
H 2.708 0.365 -0.641 0.11
H -0.212 0.168 2.842 0.00
H -0.666 -2.238 0.261 -0.18
```

---

5.
C3H9NO3PS | wB97M-V/def2-TZVPD

## Properties
- total charge = -1
- energy (Ha) = -1139.8180
- highest occupied orbital energy (hartree) = -0.1591
- energy above the lowest of the compared OMol25 structures with the same formula, charge and spin (kcal/mol) = 40.79
- molecular weight (g/mol) = 170.15
- strongest force on any atom (eV/A) = 4.10

XYZ file:
```
18
Properties=species:S:1:pos:R:3:lowdin_charge:R:1
C -2.416 1.443 -0.602 -0.07
C -1.671 0.133 0.008 -0.27
C 0.540 -0.459 0.778 -0.32
N -0.297 0.366 0.074 -0.13
O 2.243 1.445 0.734 -0.34
O 3.106 -0.952 1.188 -0.19
O 2.374 -0.303 -1.140 -0.37
P 2.161 0.037 0.272 0.12
S 0.831 -2.587 -0.341 0.32
H -2.629 1.474 -1.666 0.05
H -3.308 1.668 -0.014 0.05
H -1.724 2.230 -0.356 0.05
H -1.893 -0.834 -0.693 0.14
H -2.111 -0.128 1.019 0.12
H 0.048 -1.036 1.670 0.11
H 0.211 0.915 -0.584 0.11
H 3.071 -1.725 0.658 -0.03
H 1.466 -1.687 -1.005 -0.34
```

---

6.
C3H9NO3S | wB97M-V/def2-TZVPD

## Properties
- energy (Ha) = -798.3624
- highest occupied orbital energy (hartree) = -0.3342
- energy above the lowest of the compared OMol25 structures with the same formula, charge and spin (kcal/mol) = 24.95
- SMILES = N[C@H](CS)C(=O)O.O
- molecular weight (g/mol) = 139.18
- strongest force on any atom (eV/A) = 2.12

XYZ file:
```
17
Properties=species:S:1:pos:R:3:lowdin_charge:R:1
N 1.145 -0.516 -0.105 0.04
C -0.146 0.103 0.172 -0.39
C -1.128 -0.765 0.927 -0.55
S -0.472 -1.231 2.532 0.73
C -0.810 0.478 -1.180 -0.46
O -1.996 0.600 -1.273 0.12
O 0.005 0.536 -2.266 0.10
H 1.403 -0.388 -1.059 0.04
H 1.878 -0.419 0.568 0.07
H 0.066 1.077 0.666 0.16
H -1.478 -1.634 0.350 0.09
H -2.092 -0.247 1.004 0.08
H 0.569 -0.401 2.621 -0.15
H -0.457 0.740 -3.072 0.12
O 2.846 1.691 -1.079 -0.07
H 2.922 1.138 -1.890 0.06
H 1.896 1.819 -1.088 0.00
```

---

7.
C3H9NO3S | wB97M-V/def2-TZVPD

## Properties
- energy (Ha) = -798.3916
- highest occupied orbital energy (hartree) = -0.3434
- energy above the lowest of the compared OMol25 structures with the same formula, charge and spin (kcal/mol) = 6.63
- SMILES = O=C(O)NCCS.O
- molecular weight (g/mol) = 139.18
- strongest force on any atom (eV/A) = 1.21

XYZ file:
```
17
Properties=species:S:1:pos:R:3:lowdin_charge:R:1
O -2.165 -1.687 -0.622 0.09
C -0.957 -1.748 -0.645 -0.62
O -0.280 -2.715 -1.322 0.10
N -0.135 -0.953 0.071 0.07
C -0.610 0.258 0.723 -0.28
C 0.440 0.775 1.671 -0.56
S -0.064 2.414 2.247 0.72
H -0.930 -3.428 -1.392 0.12
H 0.850 -0.923 -0.137 0.14
H -0.945 0.981 -0.025 0.12
H -1.516 0.021 1.283 0.12
H 0.607 0.104 2.509 0.08
H 1.363 0.891 1.147 0.06
H 1.128 2.973 2.476 -0.15
O 2.699 0.866 -3.609 -0.06
H 2.248 0.236 -4.177 0.03
H 3.503 0.411 -3.330 0.03
```

---

8.
C3H9NO4S | wB97M-V/def2-TZVPD

## Properties
- energy (Ha) = -873.5779
- highest occupied orbital energy (hartree) = -0.3671
- energy above the lowest of the compared OMol25 structures with the same formula, charge and spin (kcal/mol) = 3.69
- molecular weight (g/mol) = 155.18
- strongest force on any atom (eV/A) = 4.53

XYZ file:
```
18
Properties=species:S:1:pos:R:3:lowdin_charge:R:1
C -0.849 1.205 -0.319 -0.06
C -2.434 -0.509 0.760 0.00
C -1.226 -0.121 -0.122 -0.34
N -0.612 -1.172 -0.716 0.19
O 1.896 -0.314 -1.391 -0.34
O 3.809 0.070 0.222 -0.16
O 1.624 1.147 0.555 -0.33
O 1.949 -1.228 0.936 -0.29
S 2.192 -0.129 0.051 0.45
H -0.469 1.552 -1.315 0.13
H 0.240 1.284 0.205 0.07
H -1.490 1.963 0.124 0.10
H -2.004 -0.334 1.829 0.14
H -2.718 -1.510 0.522 0.06
H -3.293 0.120 0.499 0.09
H -0.833 -2.084 -0.399 0.11
H 3.901 0.912 -0.264 0.08
H 0.317 -0.852 -1.179 0.09
```

---

9.
C3H9NOS | wB97M-V/def2-TZVPD

## Properties
- energy (Ha) = -647.8172
- highest occupied orbital energy (hartree) = -0.3176
- energy above the lowest of the compared OMol25 structures with the same formula, charge and spin (kcal/mol) = 50.75
- SMILES = OCNCCS
- molecular weight (g/mol) = 107.18
- strongest force on any atom (eV/A) = 5.03

XYZ file:
```
15
Properties=species:S:1:pos:R:3:lowdin_charge:R:1
O 2.133 -0.260 -2.287 -0.10
C 1.631 -1.201 -1.288 -0.25
N 1.223 -0.673 0.064 -0.08
C 0.006 -0.689 0.753 -0.34
C -0.486 0.714 1.086 -0.54
S -2.264 0.959 0.957 0.74
H 1.443 0.443 -2.528 0.11
H 0.815 -1.992 -1.580 0.14
H 2.543 -1.859 -1.220 0.11
H 1.841 0.121 0.179 0.11
H -0.675 -1.198 0.161 0.08
H 0.123 -1.222 1.717 0.12
H -0.144 1.015 2.040 0.05
H -0.031 1.255 0.280 0.06
H -2.219 1.940 0.176 -0.21
```

---

10.
C3H9NOS | wB97M-V/def2-TZVPD

## Properties
- energy (Ha) = -647.8704
- highest occupied orbital energy (hartree) = -0.3304
- energy above the lowest of the compared OMol25 structures with the same formula, charge and spin (kcal/mol) = 17.39
- SMILES = NC[C@H](S)CO
- molecular weight (g/mol) = 107.18
- strongest force on any atom (eV/A) = 1.64

XYZ file:
```
15
Properties=species:S:1:pos:R:3:lowdin_charge:R:1
N -0.409 1.332 -0.855 -0.02
C -0.151 1.134 0.521 -0.33
C 0.617 -0.179 0.721 -0.62
S 2.033 -0.262 -0.387 0.77
C -0.322 -1.397 0.442 -0.30
O -0.777 -1.449 -0.883 -0.12
H -1.073 0.655 -1.160 0.06
H -0.748 2.247 -1.070 0.08
H 0.432 1.948 0.957 0.11
H -1.059 1.066 1.140 0.12
H 0.994 -0.247 1.720 0.09
H 1.497 0.453 -1.344 -0.15
H -1.230 -1.376 1.048 0.12
H 0.204 -2.345 0.637 0.11
H -0.010 -1.580 -1.487 0.09
```

---

11.
C3H9NOS | wB97M-V/def2-TZVPD

## Properties
- energy (Ha) = -647.8799
- highest occupied orbital energy (hartree) = -0.3296
- energy above the lowest of the compared OMol25 structures with the same formula, charge and spin (kcal/mol) = 11.44
- SMILES = NC=O.CCS
- molecular weight (g/mol) = 107.18
- strongest force on any atom (eV/A) = 0.94

XYZ file:
```
15
Properties=species:S:1:pos:R:3:lowdin_charge:R:1
N -2.311 1.546 1.225 0.10
C -1.704 0.386 1.687 -0.43
O -2.194 -0.714 1.650 0.03
H -2.145 2.362 1.801 0.09
H -3.308 1.403 1.105 0.10
H -0.689 0.601 2.033 0.12
C 0.852 -0.654 -0.170 -0.18
C 1.767 -1.000 -1.353 -0.63
S 1.433 -0.258 -2.966 0.67
H 0.004 -1.325 -0.143 0.06
H 0.510 0.369 -0.178 0.05
H 1.400 -0.813 0.757 0.07
H 2.807 -0.816 -1.087 0.06
H 1.647 -2.058 -1.575 0.05
H 1.932 0.973 -2.785 -0.16
```

---

12.
C3H9NOS | wB97M-V/def2-TZVPD

## Properties
- energy (Ha) = -647.7867
- highest occupied orbital energy (hartree) = -0.3212
- energy above the lowest of the compared OMol25 structures with the same formula, charge and spin (kcal/mol) = 69.92
- SMILES = NC=O.CCS
- molecular weight (g/mol) = 107.18
- strongest force on any atom (eV/A) = 4.50

XYZ file:
```
15
Properties=species:S:1:pos:R:3:lowdin_charge:R:1
N -2.230 2.299 0.933 0.11
C -0.978 2.820 1.121 -0.43
O -0.180 2.320 1.861 0.02
H -2.925 2.877 0.500 0.09
H -2.190 1.298 0.834 0.09
H -0.725 3.768 0.623 0.12
C 0.673 -0.370 0.395 -0.15
C 1.364 -1.139 -0.707 -0.51
S 0.540 -2.650 -1.612 0.54
H 0.206 -1.092 1.065 0.08
H -0.096 0.282 -0.018 0.05
H 1.421 0.247 0.888 0.08
H 1.564 -0.491 -1.546 0.05
H 2.150 -1.716 -0.236 0.04
H 0.538 -3.897 -2.099 -0.20
```